ORCA calculation (ωB97M-V/def2-TZVPD) on a 2-piece molecular cluster, C5H3F overall.

XYZ file:
```
9
Properties=species:S:1:pos:R:3:forces:R:3:nbo_charge:R:1
C 2.410564 -0.054636 -0.186197 -0.44 0.13 0.07 -0.450
C -1.276436 1.512775 -0.568355 -0.51 2.80 -1.10 -0.049
C 1.565676 -0.894974 -0.238790 -3.25 -1.50 0.26 -0.005
C -1.218857 0.426620 -0.107910 -0.13 -2.20 1.20 -0.193
C -1.160202 -0.750395 0.581498 2.54 -2.94 1.04 0.316
F -1.665557 -1.897285 0.110834 -0.48 0.88 -0.36 -0.299
H 3.375671 0.211007 -0.179359 2.90 1.43 0.01 0.212
H -1.455966 2.501726 -0.913819 0.17 0.01 -0.14 0.240
H -0.574892 -1.054841 1.502100 -0.80 1.39 -0.97 0.229
```
Positions in Å, forces in eV/Å.

Maximum force in eV Å⁻¹: 4.02
Total charge: 0
Energy above the lowest of the compared OMol25 structures with the same formula, charge and spin in kcal per mole: 125.64